# 1
{
  "formula": "C49H61N4O2Pt",
  "method": "ωB97M-V with the def2-TZVPD basis set",
  "elements": ["Pt", "C", "C", "C", "C", "C", "C", "C", "C", "C", "C", "C", "C", "N", "C", "O", "C", "C", "C", "C", "C", "N", "C", "O", "N", "C", "C", "C", "C", "C", "C", "C", "C", "C", "C", "C", "C", "H", "H", "H", "H", "H", "H", "H", "H", "H", "H", "H", "H", "H", "H", "H", "H", "H", "H", "H", "H", "H", "H", "H", "H", "H", "H", "H", "H", "H", "H", "H", "H", "H", "H", "H", "H", "H", "C", "C", "C", "C", "C", "C", "C", "C", "N", "C", "C", "C", "C", "C", "C", "C", "C", "C", "C", "H", "H", "H", "H", "H", "H", "H", "H", "H", "H", "H", "H", "H", "H", "H", "H", "H", "H", "H", "H", "H", "H", "H", "H"],
  "positions_angstrom": [[-0.3187, -0.6617, 0.7824], [-1.9358, -4.0118, -1.9051], [-2.5696, -3.3438, -0.6875], [-3.4006, -4.3695, 0.0921], [-3.4143, -2.1388, -1.0717], [-4.3457, -2.3177, -2.0870], [-5.2193, -1.3075, -2.4400], [-5.1450, -0.1011, -1.7754], [-4.2172, 0.1357, -0.7629], [-4.1928, 1.5581, -0.2430], [-3.2696, 2.3651, -1.1554], [-3.8935, 1.7483, 1.2393], [-3.3399, -0.8961, -0.3969], [-2.4129, -0.8144, 0.7164], [-2.9172, -1.4451, 1.8012], [-4.0966, -1.6626, 2.0712], [-1.8612, -2.0395, 2.7027], [-2.0957, -2.6882, 3.8985], [-1.0109, -3.2397, 4.5730], [0.2730, -3.1199, 4.0574], [0.4384, -2.4447, 2.8618], [-0.6201, -1.9726, 2.2164], [1.7586, -2.1959, 2.1657], [2.7359, -2.8522, 2.5374], [1.6849, -1.2873, 1.1718], [2.8387, -1.2601, 0.3081], [2.7666, -2.0011, -0.8867], [3.8518, -1.9919, -1.7575], [4.9997, -1.2810, -1.4676], [5.0734, -0.5811, -0.2814], [4.0155, -0.5591, 0.6251], [4.2520, 0.1714, 1.9354], [5.0003, -0.7179, 2.9368], [5.0644, 1.4581, 1.7473], [1.5654, -2.8755, -1.2101], [1.6411, -4.2059, -0.4486], [1.4193, -3.1719, -2.7027], [-1.2756, -4.8180, -1.5802], [-1.3501, -3.2983, -2.4867], [-2.6874, -4.4520, -2.5655], [-1.7539, -3.0036, -0.0537], [-4.1855, -4.7829, -0.5485], [-3.8825, -3.9220, 0.9590], [-2.7679, -5.1974, 0.4261], [-4.4041, -3.2755, -2.5907], [-5.9535, -1.4602, -3.2218], [-5.8204, 0.7028, -2.0494], [-5.2082, 1.9389, -0.4026], [-2.2597, 1.9644, -1.1195], [-3.2444, 3.4188, -0.8630], [-3.6053, 2.2979, -2.1928], [-2.8547, 1.5277, 1.4747], [-4.5184, 1.0961, 1.8519], [-4.0885, 2.7884, 1.5161], [-3.1111, -2.7485, 4.2640], [-1.1672, -3.7580, 5.5107], [1.1476, -3.5200, 4.5501], [3.8011, -2.5424, -2.6854], [5.8320, -1.2767, -2.1613], [5.9825, -0.0430, -0.0458], [3.2781, 0.4226, 2.3654], [5.9951, -0.9535, 2.5459], [4.4752, -1.6521, 3.1146], [5.1296, -0.1866, 3.8843], [6.1060, 1.2260, 1.5147], [5.0775, 2.0342, 2.6722], [4.6748, 2.0929, 0.9495], [0.6692, -2.3459, -0.8740], [2.5056, -4.7780, -0.7984], [0.7433, -4.8004, -0.6395], [1.7550, -4.0760, 0.6272], [2.2245, -3.8198, -3.0567], [1.4230, -2.2600, -3.3028], [0.4857, -3.7006, -2.8894], [0.0262, 3.7720, -4.4310], [-0.1750, 2.4674, -3.7016], [-0.6669, 1.3544, -4.3667], [-0.8226, 0.1587, -3.6662], [-1.3755, -1.0494, -4.3785], [-0.4957, 0.0929, -2.3248], [-0.0763, 1.2254, -1.5784], [0.1171, 2.4026, -2.3473], [0.0826, 1.1042, -0.2246], [0.4587, 2.2486, 0.6378], [1.8997, 2.7195, 0.3535], [2.2997, 3.8818, 1.2708], [1.3203, 5.0437, 1.0734], [-0.0938, 4.5979, 1.4629], [-0.1163, 4.1435, 2.9206], [0.8407, 2.9627, 3.0663], [2.2528, 3.4308, 2.7317], [0.4348, 1.8203, 2.1217], [-0.5427, 3.4310, 0.5813], [-0.2337, 3.6767, -5.4859], [1.0652, 4.1039, -4.3672], [-0.5949, 4.5618, -4.0012], [-0.9211, 1.4078, -5.4201], [-1.6016, -0.8122, -5.4192], [-2.2947, -1.3994, -3.9039], [-0.6614, -1.8774, -4.3748], [-0.6190, -0.8491, -1.7974], [0.4952, 3.3038, -1.8967], [2.0241, 3.0140, -0.6859], [2.5550, 1.8547, 0.5080], [3.3140, 4.2068, 1.0152], [1.3358, 5.3709, 0.0278], [1.6230, 5.8999, 1.6873], [-0.7919, 5.4309, 1.3273], [-1.1322, 3.8455, 3.2006], [0.1847, 4.9603, 3.5870], [0.8112, 2.5864, 4.0942], [2.9534, 2.6158, 2.8930], [2.5450, 4.2525, 3.3965], [-0.5795, 1.4926, 2.3755], [1.0978, 0.9664, 2.2754], [-0.7032, 3.7895, -0.4321], [-1.5091, 3.0693, 0.9362]],
  "lowdin_charge": [1.172, -0.068, -0.361, -0.047, -0.131, -0.059, -0.083, -0.048, -0.127, -0.357, -0.047, -0.066, -0.135, -0.041, -0.510, 0.036, -0.162, 0.015, -0.040, 0.014, -0.160, -0.030, -0.494, 0.016, -0.017, -0.141, -0.114, -0.039, -0.079, -0.046, -0.130, -0.366, -0.055, -0.089, -0.362, -0.033, -0.083, 0.069, 0.048, 0.075, 0.096, 0.079, 0.068, 0.078, 0.104, 0.096, 0.109, 0.122, 0.056, 0.081, 0.086, 0.045, 0.079, 0.078, 0.119, 0.105, 0.119, 0.096, 0.097, 0.099, 0.109, 0.081, 0.054, 0.077, 0.068, 0.073, 0.073, 0.074, 0.088, 0.064, 0.062, 0.073, 0.081, 0.048, -0.063, -0.292, -0.052, -0.275, -0.043, -0.024, -0.303, -0.027, -0.094, -0.423, -0.071, -0.282, -0.117, -0.284, -0.126, -0.280, -0.120, -0.124, -0.089, 0.065, 0.074, 0.073, 0.097, 0.069, 0.065, 0.059, 0.071, 0.084, 0.109, 0.105, 0.132, 0.119, 0.114, 0.136, 0.118, 0.115, 0.138, 0.087, 0.120, 0.102, 0.083, 0.100, 0.094],
  "fmax_ha_per_bohr": 0.0067,
  "homo_lumo_gap_ev": 6.2,
  "de_lowest_ev": 0.0000,
  "charge": -1
}

# 2
{
  "formula": "C5H5NO2",
  "method": "ωB97M-V with the def2-TZVPD basis set",
  "elements": ["O", "C", "C", "N", "C", "C", "O", "C", "H", "H", "H", "H", "H"],
  "positions_angstrom": [[-2.4169, -0.4843, -0.3548], [-1.2372, -0.0894, -0.1166], [-0.1631, 0.9422, -0.6129], [0.1772, 1.0691, 0.9011], [-0.3365, -0.5034, 0.9700], [0.7807, -0.9857, 0.1487], [1.9793, -0.2083, 0.0996], [0.9778, -0.0327, -0.9794], [-0.5307, 1.9240, -1.1478], [-0.5607, 1.6220, 1.1820], [-0.7038, -0.8316, 1.9397], [0.7069, -2.0601, -0.1278], [1.3270, -0.3619, -1.9018]],
  "nbo_charge": [-0.534, 0.554, -0.200, -0.499, -0.210, 0.036, -0.428, 0.031, 0.243, 0.338, 0.247, 0.206, 0.217],
  "fmax_ha_per_bohr": 0.1106,
  "homo_lumo_gap_ev": 10.8,
  "smiles": "O=C1[C@H]2N[C@@H]1[C@@H]1O[C@@H]12",
  "de_lowest_ev": 4.9532,
  "charge": 0
}

# 3
{
  "formula": "C6H17N2",
  "method": "ωB97M-V with the def2-TZVPD basis set",
  "elements": ["C", "C", "N", "C", "C", "C", "C", "N", "H", "H", "H", "H", "H", "H", "H", "H", "H", "H", "H", "H", "H", "H", "H", "H", "H"],
  "positions_angstrom": [[0.6831, 1.3202, -2.8753], [-0.3122, 0.8893, -1.7903], [0.2600, 0.2960, -0.5690], [1.3324, -0.6266, -0.8992], [-0.8187, -0.4422, 0.1162], [-0.4460, -0.7520, 1.5675], [-1.6261, -0.7115, 2.5061], [0.6458, 0.1760, 2.0415], [0.2229, 1.3124, -3.8303], [1.0169, 2.3463, -2.6889], [1.6183, 0.7707, -2.9129], [-0.8379, 1.7865, -1.4771], [-0.9761, 0.1674, -2.2764], [2.2221, -0.0881, -1.2206], [1.0673, -1.3096, -1.7203], [1.6774, -1.2830, -0.0936], [-1.7125, 0.1731, 0.1313], [-0.9380, -1.4129, -0.3765], [0.0213, -1.7380, 1.5964], [-1.9693, 0.2982, 2.6124], [-2.4533, -1.3206, 2.1570], [-1.3528, -1.0616, 3.4907], [0.4184, 1.1489, 1.8196], [1.5378, -0.0782, 1.6310], [0.7193, 0.1392, 3.0607]],
  "nbo_charge": [-0.627, -0.223, -0.469, -0.450, -0.239, -0.048, -0.633, -0.667, 0.234, 0.216, 0.214, 0.210, 0.179, 0.225, 0.201, 0.180, 0.222, 0.210, 0.216, 0.220, 0.262, 0.228, 0.452, 0.451, 0.436],
  "fmax_ha_per_bohr": 0.0364,
  "homo_lumo_gap_ev": 9.6,
  "smiles": "CCN(C)C[C@H](C)[NH3+]",
  "de_lowest_ev": 0.8983,
  "charge": 1
}

# 4
{
  "formula": "C19H25N6STe4Ti",
  "method": "ωB97M-V with the def2-TZVPD basis set",
  "elements": ["Ti", "N", "C", "S", "N", "N", "C", "C", "C", "C", "C", "C", "C", "C", "C", "C", "C", "C", "N", "H", "H", "H", "H", "H", "H", "H", "H", "H", "H", "H", "Te", "Te", "Te", "Te", "C", "C", "N", "C", "C", "C", "C", "N", "H", "H", "H", "H", "H", "H", "H", "H", "H", "H", "H", "H", "H", "H"],
  "positions_angstrom": [[-0.2679, 0.0637, -0.0044], [0.6700, 4.0458, 1.5651], [0.6020, 2.6998, 1.3099], [-0.9581, 1.9146, 1.4378], [1.6850, 2.0924, 0.9409], [1.4081, 0.7845, 0.5957], [2.3910, -0.1551, 0.8555], [3.7917, 0.2361, 1.1037], [4.4551, 1.1280, 0.2562], [5.7755, 1.4749, 0.4826], [6.4684, 0.9407, 1.5630], [5.8187, 0.0668, 2.4206], [4.4917, -0.2750, 2.1966], [1.8995, -1.4443, 0.9947], [2.6647, -2.6430, 1.1867], [2.0442, -3.8249, 1.4124], [0.6187, -3.8924, 1.4456], [-0.0775, -2.7577, 1.1763], [0.5109, -1.5598, 0.9233], [-0.0646, 4.4367, 2.1272], [1.5958, 4.4218, 1.6854], [3.9171, 1.5635, -0.5744], [6.2680, 2.1693, -0.1874], [7.5012, 1.2142, 1.7397], [6.3394, -0.3414, 3.2784], [3.9800, -0.9335, 2.8873], [3.7437, -2.5787, 1.1451], [2.6300, -4.7244, 1.5577], [0.0998, -4.8176, 1.6485], [-1.1622, -2.7572, 1.1346], [-1.0748, 2.1040, -1.8643], [-0.8854, 1.4463, -4.4208], [-4.5734, 0.6760, 0.8895], [-2.8298, 0.1158, -1.0809], [-0.7899, -2.7752, -4.1666], [0.6300, -3.0599, -3.6848], [1.4826, -1.8733, -3.6636], [2.6986, -1.9247, -4.4641], [3.8511, -2.6071, -3.7373], [1.3359, -0.9548, -2.6788], [2.2728, 0.2129, -2.6318], [0.3972, -1.0328, -1.7858], [-1.3462, -3.7140, -4.2149], [-0.7462, -2.3314, -5.1605], [-1.3458, -2.0808, -3.5388], [1.0766, -3.7591, -4.3912], [0.6465, -3.5485, -2.7028], [2.9702, -0.9202, -4.7832], [2.4534, -2.4681, -5.3778], [4.0862, -2.0784, -2.8124], [4.7473, -2.6292, -4.3597], [3.5881, -3.6332, -3.4731], [2.0426, 0.8694, -3.4734], [3.3209, -0.0772, -2.6648], [2.0950, 0.7562, -1.7103], [-0.1704, -1.8689, -1.8737]],
  "nbo_charge": [1.179, -0.814, 0.270, -0.208, -0.408, -0.470, 0.002, -0.052, -0.123, -0.238, -0.232, -0.221, -0.201, 0.119, -0.231, -0.201, -0.340, 0.058, -0.657, 0.392, 0.388, 0.211, 0.205, 0.203, 0.204, 0.216, 0.220, 0.205, 0.214, 0.208, 0.136, -0.664, -0.560, 0.031, -0.620, -0.221, -0.426, -0.201, -0.623, 0.573, -0.694, -0.841, 0.204, 0.223, 0.233, 0.202, 0.192, 0.216, 0.198, 0.215, 0.210, 0.206, 0.270, 0.216, 0.256, 0.371],
  "fmax_ha_per_bohr": 0.0125,
  "homo_lumo_gap_ev": [5.7, 5.7],
  "de_lowest_ev": 0.3268,
  "charge": -1
}

# 5
{
  "formula": "C16H13BrN4O2ReS3SbSe4",
  "method": "ωB97M-V with the def2-TZVPD basis set",
  "elements": ["Re", "O", "C", "C", "C", "C", "C", "C", "C", "O", "N", "N", "C", "S", "C", "C", "S", "H", "H", "H", "H", "H", "H", "H", "H", "H", "Se", "Sb", "Se", "Se", "Se", "Br", "C", "C", "C", "C", "C", "N", "H", "H", "H", "H", "S", "C", "N"],
  "positions_angstrom": [[0.7718, 0.4993, -1.3082], [-2.7840, -1.8011, -2.4774], [-3.5390, -1.4808, -1.3984], [-4.8230, -2.0078, -1.2881], [-5.6191, -1.6805, -0.2090], [-5.1582, -0.8197, 0.7783], [-3.8834, -0.3076, 0.6915], [-3.0664, -0.6371, -0.3850], [-1.7110, -0.0860, -0.4549], [-0.9617, -0.3466, -1.4545], [-1.3298, 0.6541, 0.5602], [-0.0711, 1.1534, 0.3968], [0.3642, 1.8920, 1.3798], [1.8912, 2.6772, 1.2957], [1.9734, 3.0138, 3.0951], [0.5708, 3.3199, 3.5567], [-0.5759, 2.0810, 2.8276], [-1.9442, -1.2760, -2.3782], [-5.1678, -2.6693, -2.0670], [-6.6134, -2.0993, -0.1365], [-5.7894, -0.5540, 1.6127], [-3.4959, 0.3622, 1.4439], [2.6717, 3.8386, 3.2260], [2.3796, 2.1148, 3.5585], [0.2396, 4.3071, 3.2316], [0.4583, 3.2253, 4.6342], [5.0995, 4.5062, -1.3752], [4.8343, 2.1649, -0.8070], [2.7413, 1.1343, -1.2184], [6.5329, 1.0639, -2.1349], [5.7983, 1.9443, 1.4131], [1.4343, -1.0337, -3.0575], [1.6816, -2.1532, -1.5099], [2.1490, -3.4396, -1.4995], [2.3743, -4.0167, -0.2542], [2.1447, -3.2643, 0.8970], [1.6638, -1.9795, 0.7937], [1.4248, -1.4114, -0.4052], [2.3449, -3.9583, -2.4234], [2.7241, -5.0330, -0.1925], [2.3388, -3.6740, 1.8748], [1.4639, -1.3536, 1.6575], [-1.2957, 2.7730, -4.6416], [-0.4387, 2.3391, -3.3962], [0.1966, 2.0183, -2.4521]],
  "nbo_charge": [0.583, -0.678, 0.345, -0.281, -0.173, -0.265, -0.143, -0.162, 0.542, -0.723, -0.404, -0.374, -0.083, 0.408, -0.527, -0.527, 0.317, 0.504, 0.221, 0.208, 0.210, 0.238, 0.262, 0.232, 0.226, 0.231, -0.667, 0.901, 0.173, -0.759, -0.765, 0.367, 0.165, -0.259, -0.118, -0.240, 0.089, -0.462, 0.248, 0.231, 0.237, 0.232, -0.143, 0.200, -0.618],
  "fmax_ha_per_bohr": 0.1198,
  "s2": 0.7699,
  "spin_multiplicity": 2,
  "homo_lumo_gap_ev": [3.9, 3.9],
  "de_lowest_ev": 5.2502,
  "charge": -1
}